Below is C2H6NO2P in the gas phase, with properties calculated with ωB97M-V/def2-TZVPD.

Last columns: bonded neighbours and bond lengths (Å).
Element x y z (Å)
1 C 1.4334 0.0767 0.0438  C2 1.468, H7 1.086, H8 1.120, H9 1.054
2 C 0.0822 -0.2842 -0.4013  C1 1.468, P3 1.804, N4 1.766, H10 1.081
3 P -0.7707 0.9762 -1.3698  C2 1.804, H11 1.407, H12 1.454
4 N -0.9751 -0.6767 0.9574  C2 1.766, O5 1.179, O6 1.164
5 O -1.8426 0.0812 1.2066  N4 1.179
6 O -0.7548 -1.6461 1.5629  N4 1.164
7 H 1.4175 1.1384 0.2739  C1 1.086
8 H 1.8701 -0.5198 0.8854  C1 1.120
9 H 2.1184 0.0019 -0.7533  C1 1.054
10 H 0.1966 -1.1442 -1.0457  C2 1.081
11 H -1.9323 0.2031 -1.1902  P3 1.407
12 H -0.8427 1.7936 -0.1697  P3 1.454

Properties
Molecular weight   107.0 g mol⁻¹
LUMO level   0.72 eV
Charge   0
Energy above the lowest of the compared OMol25 structures with the same formula, charge and spin   476.1 kJ/mol

Partial atomic charges computed with the natural (NBO) method, in multiples of e:
1. C -0.6547
2. C -0.3901
3. P 0.3313
4. N 0.5552
5. O -0.3852
6. O -0.3648
7. H 0.2084
8. H 0.2418
9. H 0.2322
10. H 0.2254
11. H -0.0010
12. H 0.0016


Below is a gas-phase ion, C2H6NO2P2 (charge -1), with properties calculated with ωB97M-V/def2-TZVPD.

Last columns: bonded neighbours and bond lengths (Å).
Element x y z (Å)
1 C -1.4642 -1.3210 1.2041  C2 1.438, O4 1.243, O5 1.287
2 C -0.6309 -0.3072 1.7916  C1 1.438, P6 1.733, H8 1.062
3 N 0.8913 -0.8686 -0.1272  P7 1.536, H9 0.933
4 O -2.1214 -2.0879 1.9294  C1 1.243
5 O -1.5445 -1.3085 -0.0807  C1 1.287, P7 2.007
6 P -0.9973 1.3724 1.5756  C2 1.733, H10 1.308
7 P -0.1489 -0.2815 -1.0929  N3 1.536, O5 2.007, H11 1.315, H12 1.486, H13 1.453
8 H 0.1827 -0.7930 2.2701  C2 1.062
9 H 1.7602 -0.5298 -0.1630  N3 0.933
10 H 0.1866 1.6633 2.0508  P6 1.308
11 H -0.9477 0.7323 -0.8389  P7 1.315
12 H 0.6160 0.5310 -2.0739  P7 1.486
13 H -0.6064 -1.1963 -2.1250  P7 1.453

Properties
Molecular weight   138.0 g mol⁻¹
LUMO level   3.98 eV
Charge   -1
Energy above the lowest of the compared OMol25 structures with the same formula, charge and spin   182.3 kJ/mol

Partial atomic charges computed with the natural (NBO) method, in multiples of e:
1. C 0.7059
2. C -0.4713
3. N -1.3412
4. O -0.6811
5. O -0.7635
6. P 0.1884
7. P 1.2674
8. H 0.2250
9. H 0.3453
10. H -0.0765
11. H -0.1000
12. H -0.2124
13. H -0.0860


Below is a gas-phase ion, C2H6NO2S2 (charge -1), with properties calculated with ωB97M-V/def2-TZVPD.

Last columns: bonded neighbours and bond lengths (Å).
Element x y z (Å)
1 C 0.1909 0.4684 1.5021  C2 1.579, H8 1.082, H9 1.064, H10 1.066
2 C -0.1813 -0.8073 0.6495  C1 1.579, N3 1.414, H11 1.037, H12 1.074
3 N 0.6331 -0.8541 -0.5055  C2 1.414, S4 1.907, H13 0.956
4 S -0.2890 0.1064 -1.8710  N3 1.907, O5 1.445, O6 1.453, S7 1.966
5 O -1.6788 0.0390 -1.4810  S4 1.445
6 O -0.0647 -0.5233 -3.1612  S4 1.453
7 S 0.4352 1.9143 -1.5996  S4 1.966
8 H -0.4585 0.5988 2.3575  C1 1.082
9 H 1.1300 0.3290 1.9821  C1 1.064
10 H 0.0670 1.2807 0.8236  C1 1.066
11 H 0.0937 -1.6624 1.1674  C2 1.037
12 H -1.1963 -0.6323 0.3460  C2 1.074
13 H 1.3187 -0.2571 -0.2097  N3 0.956

Properties
Molecular weight   140.2 g mol⁻¹
LUMO level   3.69 eV
Charge   -1
Energy above the lowest of the compared OMol25 structures with the same formula, charge and spin   234.6 kJ/mol

Partial atomic charges computed with the natural (NBO) method, in multiples of e:
1. C -0.6610
2. C -0.2586
3. N -0.7862
4. S 1.9957
5. O -1.0014
6. O -0.9641
7. S -0.6966
8. H 0.1868
9. H 0.1818
10. H 0.2458
11. H 0.1681
12. H 0.2374
13. H 0.3524


Below is 2 unconnected molecules or ions with the total composition C2H6NO3, with properties calculated with ωB97M-V/def2-TZVPD.

Last columns: bonded neighbours and bond lengths (Å).
Element x y z (Å)
1 C -0.3068 0.7113 -1.2882  N2 1.493, H6 1.054, H7 1.193, H8 1.117
2 N -0.0268 -0.0971 -0.0646  C1 1.493, C3 1.429, H9 1.003
3 C 0.5555 0.7087 0.9624  N2 1.429, O4 1.261, O5 1.232
4 O 0.0790 0.3641 2.0779  C3 1.261
5 O 1.1852 1.6994 0.5883  C3 1.232
6 H -0.4984 0.1802 -2.1782  C1 1.054
7 H 0.7547 1.1873 -1.5502  C1 1.193
8 H -1.0236 1.5463 -1.0972  C1 1.117
9 H -0.7905 -0.5799 0.3698  N2 1.003
10 H -0.3973 -3.0048 -2.0287  O12 0.965
11 H -0.6219 -2.1991 -0.7934  O12 0.953
12 O -1.1051 -2.6847 -1.4556  H10 0.965, H11 0.953

Properties
Molecular weight   92.1 g mol⁻¹
LUMO level   3.77 eV
Charge   -1
Energy above the lowest of the compared OMol25 structures with the same formula, charge and spin   95.0 kJ/mol

Partial atomic charges computed with the natural (NBO) method, in multiples of e:
1. C -0.4326
2. N -0.7385
3. C 0.8548
4. O -0.8228
5. O -0.7808
6. H 0.1746
7. H 0.2208
8. H 0.1680
9. H 0.3659
10. H 0.4569
11. H 0.4888
12. O -0.9551


| no. | Kohn-Sham gap (eV) |
| --- | --- |
| 1 | 10.630 |
| 2 | 8.195 |
| 3 | 7.919 |
| 4 | 7.835 |